No. 1
100
Properties=species:S:1:pos:R:3:forces:R:3 method="wB97M-V/def2-TZVPD" multiplicity=2 orbital_gap_ev="5.9177 / 6.2091" lumo_energy_ev="2.4 / 2.3" s2=0.79 charge=-1
Cu -1.7590 0.5184 -0.7826 0.70 0.71 -0.36
O 2.2925 -0.3819 2.0795 -0.01 -0.01 0.04
C 1.7755 0.3162 3.1579 -0.25 0.02 0.10
C 2.5959 0.7911 4.1785 0.06 0.05 -0.08
C 2.0375 1.4189 5.2798 0.03 -0.01 -0.02
C 0.6643 1.5622 5.3751 -0.09 0.01 0.09
C -0.1400 1.1121 4.3405 0.07 -0.07 0.05
C 0.3864 0.4958 3.2074 0.26 0.01 -0.27
P -0.6935 0.1319 1.7097 0.19 0.17 0.63
C -1.7884 -1.1214 2.4984 0.06 -0.04 -0.06
C -1.1948 -2.1088 3.2912 -0.07 0.10 -0.05
C -1.9384 -3.1624 3.8014 0.03 0.01 0.00
C -3.2983 -3.2457 3.5344 -0.01 -0.01 -0.02
C -3.8974 -2.2825 2.7344 -0.04 0.01 0.00
C -3.1477 -1.2396 2.2046 0.05 0.00 0.05
C -1.6147 1.7134 1.7961 -0.07 -0.01 0.06
C -2.7941 1.9334 2.4639 0.11 -0.02 -0.03
C -3.3787 3.2051 2.5382 -0.02 0.02 -0.02
C -2.7258 4.3177 1.9601 0.01 0.05 0.08
C -1.5418 4.1667 1.3167 0.05 -0.05 0.05
C -0.9398 2.8354 1.0677 -0.10 0.04 -0.34
C 3.6291 -0.1870 1.7747 0.03 0.05 0.03
C 4.5920 -0.9686 2.3928 0.03 -0.12 -0.03
C 5.9287 -0.7837 2.0756 -0.06 -0.02 0.01
C 6.2874 0.1920 1.1576 0.06 0.03 -0.06
C 5.3110 0.9519 0.5283 -0.03 -0.02 -0.02
C 3.9597 0.7607 0.8059 -0.20 0.14 0.20
P 2.4899 1.5137 -0.0612 0.18 -0.29 -0.32
C 3.2560 2.9607 -0.8997 -0.03 -0.02 0.18
C 3.8952 3.9052 -0.0935 0.02 0.00 -0.06
C 4.3572 5.1005 -0.6236 0.04 -0.01 0.05
C 4.1699 5.3833 -1.9694 -0.04 -0.02 -0.03
C 3.5128 4.4644 -2.7749 0.03 0.03 0.02
C 3.0548 3.2666 -2.2440 -0.10 -0.08 0.01
C 2.5305 0.2008 -1.3794 0.10 0.17 0.01
C 1.5926 -0.8236 -1.3222 -0.14 0.06 0.05
C 1.6781 -1.9081 -2.1881 0.05 -0.02 -0.03
C 2.6901 -1.9749 -3.1320 -0.02 0.02 0.04
C 3.6335 -0.9561 -3.1961 0.03 0.00 -0.01
C 3.5612 0.1134 -2.3186 -0.04 -0.05 0.03
H 3.6681 0.6912 4.1037 0.04 -0.04 0.01
H 2.6826 1.7984 6.0632 0.01 -0.03 -0.01
H 0.2239 2.0401 6.2420 -0.02 -0.01 -0.04
H -1.2102 1.2572 4.4007 -0.01 0.02 -0.02
H -0.1336 -2.0449 3.5019 0.00 -0.05 0.05
H -1.4553 -3.9203 4.4067 -0.01 0.01 -0.01
H -3.8855 -4.0643 3.9342 0.03 0.01 0.02
H -4.9576 -2.3471 2.5135 0.03 0.02 -0.03
H -3.6237 -0.5180 1.5533 -0.02 0.02 0.01
H -3.2795 1.1143 2.9780 -0.04 -0.02 -0.03
H -4.3159 3.3369 3.0640 0.01 -0.01 -0.01
H -3.1746 5.3010 2.0471 0.02 0.00 -0.01
H -1.0365 5.0147 0.8703 -0.01 0.00 0.02
H 0.1416 2.8325 1.2338 0.00 0.01 0.08
H 4.2874 -1.7203 3.1100 -0.05 0.03 0.00
H 6.6842 -1.4039 2.5418 0.00 0.03 0.01
H 7.3318 0.3434 0.9115 -0.03 0.03 0.00
H 5.6050 1.6974 -0.1985 -0.01 0.04 -0.07
H 4.0206 3.7026 0.9644 0.04 0.01 0.02
H 4.8601 5.8145 0.0178 -0.03 0.00 0.00
H 4.5126 6.3231 -2.3843 0.03 -0.02 0.01
H 3.3497 4.6856 -3.8226 -0.03 -0.02 0.01
H 2.5132 2.5720 -2.8739 0.02 0.01 -0.01
H 0.7976 -0.7787 -0.5879 -0.08 0.03 0.03
H 0.9560 -2.7111 -2.1131 -0.06 0.01 0.02
H 2.7541 -2.8202 -3.8064 0.00 0.00 0.00
H 4.4429 -1.0094 -3.9151 -0.02 0.02 0.00
H 4.3294 0.8753 -2.3526 0.00 0.05 -0.01
C -1.6712 0.2034 -7.4214 0.03 0.03 0.09
C -1.7447 0.2741 -5.9199 0.04 -0.04 -0.01
C -2.2363 1.4015 -5.2730 -0.01 0.03 -0.05
C -2.2948 1.4236 -3.8887 0.02 0.04 0.05
N -1.8873 0.4082 -3.1334 0.16 -0.22 -0.21
C -1.3870 -0.6627 -3.7437 -0.05 0.14 -0.12
C -1.3019 -0.7750 -5.1237 -0.01 0.02 -0.02
H -2.5600 0.6432 -7.8741 0.01 0.00 -0.03
H -1.5809 -0.8283 -7.7592 0.00 0.00 -0.02
H -0.8019 0.7541 -7.7873 -0.01 0.00 -0.02
H -2.5645 2.2608 -5.8471 -0.06 -0.02 0.05
H -2.6698 2.2858 -3.3460 0.00 -0.01 -0.02
H -1.0378 -1.4530 -3.0911 -0.02 -0.05 0.02
H -0.8857 -1.6680 -5.5756 -0.02 -0.02 0.03
F -0.8438 -5.6145 0.5662 -0.02 -0.03 0.07
C -2.1193 -5.1935 0.5334 0.16 0.03 -0.14
C -2.4702 -4.1684 -0.2508 -0.06 -0.05 0.06
N -3.7630 -3.7080 -0.3277 -0.07 0.03 0.04
C -4.1011 -2.5506 -1.1651 0.27 0.11 -0.02
C -3.2562 -1.2908 -0.9031 -0.60 -0.65 -0.03
O -3.8406 -0.1998 -0.9380 -0.40 -0.49 0.05
O -2.0095 -1.4447 -0.7237 -0.33 -0.61 -0.07
C -4.7718 -4.3009 0.4067 0.02 0.14 -0.10
O -5.9335 -3.9415 0.3852 0.03 -0.06 0.02
N -4.3620 -5.3685 1.1800 0.08 -0.11 -0.01
C -3.0814 -5.8937 1.3524 -0.20 0.05 0.03
O -2.8823 -6.8284 2.0993 0.06 -0.01 0.00
H -1.7418 -3.6295 -0.8348 0.01 0.07 -0.01
H -5.1428 -2.3178 -0.9946 -0.08 -0.04 0.01
H -3.9583 -2.8093 -2.2192 -0.06 -0.06 0.02
H -5.0906 -5.8071 1.7213 -0.05 0.01 0.03
S -1.1261 2.5503 -0.7923 0.47 0.78 0.33

***

No. 2
103
Properties=species:S:1:pos:R:3:forces:R:3 method="wB97M-V/def2-TZVPD" multiplicity=3 orbital_gap_ev="6.6234 / 6.3022" lumo_energy_ev="-3.6 / -4.0" s2=2.02 charge=+1
Mo -0.8811 -0.9241 0.7722 0.29 0.42 -1.64
O -3.1336 -2.1277 4.1118 -0.06 0.01 0.33
C -2.5598 -1.9521 2.9556 -0.40 -0.10 -0.43
O -1.3660 -1.7478 2.8145 0.24 -0.03 0.08
C -3.4354 -2.0978 1.7565 0.17 0.16 0.57
C -4.7093 -2.5997 1.7571 -0.31 -0.17 0.11
C -5.3031 -2.8819 0.5245 -0.07 -0.04 0.19
C -4.5722 -2.6975 -0.6292 -0.09 -0.06 -0.26
C -3.3035 -2.1534 -0.5317 0.09 0.25 -0.25
N -2.7797 -1.8059 0.6311 -0.69 -0.40 0.11
C -2.3588 -1.9110 -1.6815 0.17 -0.03 0.18
O -2.6755 -2.1618 -2.8149 0.02 0.03 -0.15
O -1.2033 -1.4648 -1.2629 -0.15 0.15 0.26
H -2.4668 -2.0121 4.8116 -0.06 -0.01 0.04
H -5.2066 -2.7916 2.6991 -0.02 -0.03 -0.09
H -6.3088 -3.2783 0.4788 0.02 0.00 0.04
H -4.9489 -2.9593 -1.6098 0.03 0.04 0.03
C 2.4215 -6.7830 -0.6082 0.05 0.04 0.11
O 3.1770 -6.1183 0.4075 -0.01 -0.13 -0.18
C 2.7257 -4.9493 0.8643 -0.06 -0.03 0.01
C 3.5628 -4.3118 1.8123 0.08 -0.13 -0.03
C 3.1935 -3.1104 2.3181 -0.08 0.11 0.09
C 1.9917 -2.4687 1.9094 0.03 -0.13 -0.03
C 1.6845 -1.1495 2.3026 -0.04 0.02 -0.30
C 2.3097 -0.4378 3.4394 0.16 0.13 0.09
O 0.8169 -0.4715 1.6645 0.53 0.71 0.55
C 1.1435 -3.1478 0.9884 -0.28 0.34 -0.08
O -0.0362 -2.6822 0.6254 0.57 -0.88 0.18
C 1.5281 -4.3822 0.4682 0.07 -0.12 -0.02
H 3.0066 -7.6480 -0.8988 0.03 -0.02 0.02
H 2.2749 -6.1317 -1.4705 0.02 0.01 -0.01
H 1.4553 -7.1073 -0.2201 -0.01 0.01 0.01
H 4.4866 -4.7964 2.1004 -0.06 0.02 -0.03
H 3.8510 -2.6179 3.0211 -0.03 0.01 -0.03
H 3.0964 -1.0015 3.9275 -0.03 0.04 0.05
H 1.5058 -0.2163 4.1476 0.01 -0.01 -0.02
H 2.6894 0.5240 3.0933 0.04 0.01 -0.04
H 0.8616 -4.8624 -0.2322 0.00 0.02 0.02
C 0.3542 -0.0400 -3.3883 0.20 0.19 0.07
N 0.7778 0.5196 -2.0588 -0.62 -0.24 -0.02
P 2.0282 -0.5662 -1.3834 0.23 0.21 0.14
C 3.1454 -0.6577 -2.8415 -0.12 0.19 0.03
C 3.6695 0.4914 -3.4391 0.02 -0.06 0.01
C 4.4961 0.3873 -4.5451 0.00 -0.04 0.01
C 4.8173 -0.8680 -5.0600 -0.02 0.06 0.02
C 4.3066 -2.0117 -4.4687 -0.01 0.02 0.03
C 3.4658 -1.9037 -3.3640 0.02 -0.09 0.01
C 3.1430 0.4847 -0.3349 0.01 -0.14 0.01
C 2.8198 1.6537 0.3459 -0.06 0.00 -0.02
C 3.7593 2.3005 1.1439 -0.03 -0.06 0.02
C 5.0251 1.7646 1.3131 0.02 0.02 0.05
C 5.3484 0.5701 0.6811 -0.02 -0.05 -0.02
C 4.4194 -0.0591 -0.1334 -0.05 -0.03 -0.01
P -0.4865 0.9890 -0.9901 0.61 0.25 -0.16
C -0.0968 2.7484 -0.6225 -0.15 -0.06 0.09
C 0.8192 3.4461 -1.4054 -0.06 0.14 -0.08
C 0.9881 4.8136 -1.2274 0.03 -0.06 -0.04
C 0.2532 5.4914 -0.2646 -0.01 -0.01 0.02
C -0.6584 4.7999 0.5222 0.02 -0.03 0.01
C -0.8374 3.4362 0.3391 0.10 0.00 -0.10
C -2.0332 1.3557 -1.9036 0.07 -0.11 0.00
C -2.0231 2.0321 -3.1226 0.02 0.00 -0.02
C -3.2149 2.3672 -3.7461 0.02 0.02 0.00
C -4.4318 2.0653 -3.1462 0.01 0.00 -0.03
C -4.4498 1.4609 -1.9002 0.03 -0.03 0.03
C -3.2542 1.1130 -1.2836 0.02 -0.06 -0.01
H 0.6881 0.6187 -4.1921 0.02 0.00 0.05
H -0.7139 -0.1897 -3.4525 -0.18 0.06 0.06
H 0.8033 -1.0178 -3.5519 -0.03 -0.02 0.04
H 3.4326 1.4663 -3.0256 0.01 -0.03 -0.01
H 4.8999 1.2814 -5.0052 -0.02 -0.04 0.02
H 5.4676 -0.9485 -5.9227 -0.02 0.01 0.04
H 4.5565 -2.9875 -4.8674 -0.02 0.04 0.02
H 3.0557 -2.7977 -2.9047 0.00 0.03 -0.02
H 1.8387 2.0952 0.2585 0.20 -0.11 0.08
H 3.4883 3.2253 1.6390 -0.01 -0.01 -0.01
H 5.7547 2.2701 1.9355 -0.04 -0.03 -0.04
H 6.3319 0.1341 0.8104 -0.04 0.01 -0.02
H 4.6972 -0.9813 -0.6354 0.00 0.04 0.02
H 1.4049 2.9128 -2.1432 -0.01 0.01 0.00
H 1.6996 5.3515 -1.8429 -0.03 -0.04 0.02
H 0.3868 6.5578 -0.1306 0.00 -0.04 0.00
H -1.2368 5.3219 1.2758 0.02 -0.04 -0.04
H -1.5682 2.9118 0.9312 -0.10 -0.04 0.06
H -1.0850 2.3149 -3.5820 0.02 -0.05 -0.04
H -3.1933 2.8789 -4.7006 0.00 -0.04 0.04
H -5.3605 2.3145 -3.6449 0.05 0.02 0.03
H -5.3938 1.2591 -1.4051 0.07 0.01 -0.02
H -3.2679 0.6833 -0.2931 -0.01 -0.15 0.05
Cl -6.1791 5.0644 4.0128 0.02 -0.01 0.00
C -4.8967 3.9529 3.6704 -0.02 0.04 0.03
C -3.7990 3.8963 4.5158 0.08 0.00 0.06
C -2.7786 3.0012 4.2403 0.01 0.07 0.05
C -2.8473 2.1752 3.1241 -0.02 -0.06 -0.05
C -3.9547 2.2496 2.2862 -0.03 0.08 0.02
C -4.9852 3.1368 2.5552 0.00 -0.08 -0.09
C -1.7288 1.2046 2.8856 -0.34 -0.12 -0.58
O -0.8930 0.9870 3.7275 0.31 -0.21 0.07
O -1.7871 0.6100 1.6871 -0.35 0.48 0.75
H -3.7510 4.5464 5.3791 0.00 -0.02 -0.03
H -1.9109 2.9349 4.8839 -0.04 0.00 0.00
H -4.0088 1.6162 1.4141 -0.01 -0.03 -0.03
H -5.8503 3.2019 1.9086 0.03 -0.01 0.01

***

Energy relative to the best compared isomer or geometry (same formula, charge and spin) per entry: 0.2493, 1.6294 eV
Calculated total energy per entry: -5214.36698, -3850.86938 a.u.